## i
# C2H4F2

C2H4F2 in the gas phase (ωB97M-V/def2-TZVPD, OMol25).

As for the structure (SMILES): CC(F)F. The frontier orbital gap is 0.465 Eh.

```
! RIJCOSX wB97M-V def2-TZVPD def2/J DEFGRID3
* xyz 0 1
C 0.049 0.110 0.757
C -0.046 -0.043 -0.740
F 0.465 -1.190 -1.143
F 0.475 0.922 -1.482
H -0.381 0.984 1.361
H -0.522 -0.691 1.237
H 1.124 -0.076 1.017
H -1.163 -0.015 -1.008
*
```

=====

## ii
# C2H4F2

C2H4F2 as an isolated structure (ωB97M-V/def2-TZVPD, OMol25).

The frontier orbital gap is 0.462 Eh.

```
! RIJCOSX wB97M-V def2-TZVPD def2/J DEFGRID3
* xyz 0 1
C 0.685 -0.169 0.333
C -0.616 0.108 -0.266
F -1.459 -0.883 0.071
F -0.632 0.198 -1.592
H 0.585 -0.460 1.397
H 1.291 -0.949 -0.214
H 1.173 0.785 0.175
H -1.028 1.371 0.095
*
```

=====

Verdict on stability: ii comes out at the bottom.

=====

## i
# CH14NO4

A 5-piece molecular cluster, CH14NO4 overall (ωB97M-V/def2-TZVPD, OMol25).

The frontier orbital gap is 0.416 Eh.

```
! RIJCOSX wB97M-V def2-TZVPD def2/J DEFGRID3
* xyz 1 1
C -2.028 0.821 0.805
N -1.541 -0.225 -0.113
H -3.003 1.074 0.304
H -1.944 0.471 1.836
H -1.304 1.689 0.707
H -1.640 -0.104 -1.140
H -2.065 -1.162 -0.195
H -0.541 -0.445 -0.070
H -0.424 -0.213 -3.451
H 0.783 -0.265 -2.563
O -0.039 0.206 -2.653
H 1.557 2.759 1.767
H 2.260 2.202 2.754
O 1.498 1.997 2.283
H 0.910 0.180 1.098
H 1.792 -1.199 1.413
O 1.175 -0.718 0.762
H 1.459 -1.741 -0.588
H 1.780 -3.104 -1.513
O 1.315 -2.223 -1.444
*
```

=====

## ii
# CH14NO4

A 5-piece molecular cluster, CH14NO4 overall (ωB97M-V/def2-TZVPD, OMol25).

The frontier orbital gap is 0.380 Eh.

```
! RIJCOSX wB97M-V def2-TZVPD def2/J DEFGRID3
* xyz 1 1
C -0.758 2.166 0.415
N -0.153 0.709 0.309
H 0.157 2.723 0.762
H -1.262 2.537 -0.561
H -1.463 2.468 1.240
H 0.360 0.415 1.251
H 0.503 0.693 -0.600
H -0.887 0.037 0.150
H 4.581 4.157 -4.118
H 4.435 3.007 -5.101
O 4.764 3.262 -4.309
H 2.659 -0.086 -0.235
H 1.983 -1.447 -0.600
O 1.860 -0.457 -0.530
H -0.906 -2.355 1.504
H -2.037 -1.344 1.748
O -1.173 -1.489 1.342
H -5.073 -4.144 2.085
H -5.212 -3.885 3.490
O -4.479 -3.909 2.788
*
```

=====

Verdict on stability: ii comes out at the bottom.